(1)
{
  "formula": "C5H14",
  "method": "ωB97M-V/def2-TZVPD",
  "species": ["C", "C", "C", "H", "H", "H", "H", "H", "H", "H", "H", "C", "C", "H", "H", "H", "H", "H", "H"],
  "xyz": [[1.027803, -1.389802, -1.483661], [2.204196, -0.783419, -0.786960], [1.971229, -0.704014, 0.740401], [0.958346, -1.262015, -2.558943], [0.142898, -0.870007, -1.057133], [0.707591, -2.390037, -1.173646], [3.169944, -1.287346, -0.869055], [2.299781, 0.257387, -1.109623], [1.108051, -0.092495, 0.986254], [1.679795, -1.703327, 1.085921], [2.823228, -0.426737, 1.355784], [-1.800648, 1.618531, 1.112562], [-2.746322, 1.051595, 0.067754], [-1.971269, 1.171439, 2.104502], [-0.740208, 1.561339, 0.907753], [-2.108237, 2.638841, 1.376687], [-2.567628, 1.629511, -0.841111], [-2.388816, 0.060403, -0.244853], [-3.769727, 0.920144, 0.387370]],
  "forces_ev_per_a": [[-2.0031, 0.1469, 0.7825], [0.7446, 0.7267, 1.5146], [-0.6873, -1.0750, -0.1135], [0.3140, -0.1719, -0.1025], [0.2562, 0.3118, -0.4959], [0.9109, -0.3533, -0.3031], [-0.1371, -0.0697, -0.7036], [0.3247, -0.1652, -0.3433], [0.0067, 0.3875, 0.0089], [0.1060, -0.0422, 0.0448], [0.1512, 0.3091, -0.2799], [-1.3206, 0.3683, 1.8502], [1.8407, -0.7581, -0.7604], [0.2594, -0.5118, -0.3248], [0.0787, 0.0714, -0.3601], [0.4533, 0.1928, -0.5658], [-0.8922, 0.2038, -0.0470], [-0.1665, -0.0600, 0.2725], [-0.2394, 0.4888, -0.0737]],
  "lowdin_charge": [-0.14, -0.32, -0.12, 0.07, 0.06, 0.07, 0.10, 0.10, 0.05, 0.07, 0.07, -0.18, -0.17, 0.06, 0.04, 0.06, 0.06, 0.05, 0.06],
  "orbital_gap_ev": 12.44,
  "e_above_lowest_kcal_mol": 12.2,
  "smiles": "CCC.CC",
  "e_tot_ha": -198.869763
}

---

(2)
{
  "formula": "C5H14",
  "method": "ωB97M-V/def2-TZVPD",
  "species": ["C", "C", "C", "H", "H", "H", "H", "H", "H", "H", "H", "C", "C", "H", "H", "H", "H", "H", "H"],
  "xyz": [[-1.940637, 0.664219, -1.062482], [-1.308773, -0.703502, -0.874152], [-1.699157, -1.360912, 0.430312], [-1.752800, 1.036937, -2.070587], [-1.579025, 1.397664, -0.340050], [-3.031952, 0.582147, -0.967653], [-1.572464, -1.317204, -1.737168], [-0.231333, -0.564381, -0.942810], [-1.099528, -1.317418, 1.326875], [-2.657760, -1.010822, 0.840598], [-1.923785, -2.419410, 0.284745], [2.624499, 0.718524, -0.140742], [2.039518, 0.606558, 1.285623], [3.039717, 1.720432, -0.231853], [3.550589, 0.146251, -0.087341], [1.942569, 0.308505, -0.871035], [0.959784, 0.425555, 1.356051], [2.330889, 1.401934, 1.971397], [2.309648, -0.315081, 1.830264]],
  "forces_ev_per_a": [[-0.5217, 0.0584, -0.2464], [0.4604, 0.6325, -0.0141], [-1.6085, -1.0450, 0.6310], [0.1221, 0.1302, 0.0501], [-0.0252, -0.0377, 0.0126], [0.1854, 0.1166, 0.0957], [-0.1173, -0.1846, 0.1931], [0.2135, -0.1991, 0.0759], [1.0170, 0.3253, -0.1977], [-0.0419, 0.3562, -0.5217], [0.3300, -0.1549, -0.0629], [0.9405, -0.2814, 2.2165], [-0.6341, -1.2064, 0.8513], [-0.7922, 0.2476, -0.8690], [-0.0781, -0.4462, -0.5463], [0.1391, 0.4441, -0.4706], [-0.1183, 0.9105, -0.4714], [-0.1603, 0.2060, -0.2643], [0.6896, 0.1276, -0.4617]],
  "lowdin_charge": [-0.13, -0.32, -0.13, 0.07, 0.07, 0.07, 0.10, 0.07, 0.06, 0.07, 0.07, -0.14, -0.17, 0.06, 0.06, 0.04, 0.04, 0.06, 0.06],
  "orbital_gap_ev": 12.44,
  "e_above_lowest_kcal_mol": 15.2,
  "smiles": "CCC.CC",
  "e_tot_ha": -198.864893
}

---

(3)
{
  "formula": "C5H14",
  "method": "ωB97M-V/def2-TZVPD",
  "species": ["C", "C", "C", "H", "H", "H", "H", "H", "H", "H", "H", "C", "C", "H", "H", "H", "H", "H", "H"],
  "xyz": [[-1.579437, -0.291088, 1.654041], [-0.987308, 1.034609, 2.366726], [0.018289, 1.410117, 1.284668], [-1.872959, -0.156866, 0.647200], [-0.807860, -1.062959, 1.495404], [-2.496406, -0.507778, 2.188362], [-0.557802, 0.583004, 3.355868], [-1.721925, 1.821268, 2.651829], [-0.420587, 1.396363, 0.296551], [0.792314, 0.641438, 1.137763], [0.438284, 2.270126, 1.456751], [1.193913, -0.421980, -2.852343], [1.060885, -1.382593, -1.712642], [1.727787, 0.475666, -2.725722], [1.788952, -0.804786, -3.687648], [0.329327, -0.116529, -3.305538], [0.904485, -0.786907, -0.845731], [1.968183, -1.972463, -1.566410], [0.221866, -2.128643, -1.839128]],
  "forces_ev_per_a": [[-0.3250, 1.2987, 1.6333], [0.2627, -3.2817, -0.4016], [-1.1704, -3.9342, -0.3019], [-0.5337, 0.9496, -1.1622], [-0.3826, 0.0280, 1.1257], [0.0823, -1.2012, 0.1827], [-0.3142, 1.3049, -1.7196], [0.3796, -0.6841, -0.5770], [-0.6102, 0.4760, -0.1451], [-0.0250, 0.1517, 0.6358], [2.6488, 4.8925, 0.7187], [2.0985, -1.2629, -1.4006], [-0.4054, -1.0147, -0.2545], [0.7290, 1.2424, 1.2980], [-0.1638, -0.6506, -0.0365], [-2.6814, 0.5410, -0.8342], [-0.3626, 0.0552, 1.1142], [-0.0098, 0.1286, 0.0369], [0.7833, 0.9610, 0.0881]],
  "lowdin_charge": [-0.13, -0.25, -0.15, 0.03, 0.07, 0.05, 0.12, 0.10, 0.07, 0.08, 0.00, -0.18, -0.15, 0.05, 0.07, 0.03, 0.02, 0.07, 0.09],
  "orbital_gap_ev": 11.86,
  "e_above_lowest_kcal_mol": 35.0,
  "smiles": "CCC.CC",
  "e_tot_ha": -198.833418
}

---

(4)
{
  "formula": "C5H14",
  "method": "ωB97M-V/def2-TZVPD",
  "species": ["C", "C", "C", "H", "H", "H", "H", "H", "H", "H", "H", "C", "C", "H", "H", "H", "H", "H", "H"],
  "xyz": [[1.571291, -1.330404, -1.019032], [0.825403, -0.676153, -2.174754], [0.609702, 0.845937, -2.115515], [1.029278, -2.035244, -0.351418], [1.807886, -0.544102, -0.313818], [2.527339, -1.708211, -1.451183], [1.301006, -0.972335, -3.126692], [-0.167505, -1.128597, -2.310331], [0.131857, 1.078437, -1.186427], [1.487865, 1.452272, -2.250521], [-0.122537, 1.141656, -2.883524], [-0.884471, 0.087495, 2.049992], [-1.865319, 0.960346, 2.772739], [-1.151577, -0.476032, 1.152064], [0.062033, 0.568574, 1.729666], [-0.564923, -0.755111, 2.666506], [-1.792595, 0.810416, 3.840451], [-1.932956, 2.043532, 2.454034], [-2.871777, 0.637522, 2.517764]],
  "forces_ev_per_a": [[0.6887, 0.3797, 0.2315], [-0.9584, -0.4753, -1.1870], [-0.7101, -0.7978, -0.6565], [0.2538, -0.0481, -1.0847], [0.5095, 0.3228, 0.2135], [-0.6752, -0.2068, 0.9452], [0.0836, 0.3701, 0.3261], [0.0421, 0.0993, 0.3208], [-0.1134, 0.3438, 0.7745], [0.5216, 0.0926, 0.0826], [0.3430, -0.0766, 0.0609], [2.0854, -0.9188, -0.7359], [-1.4622, 0.8564, -0.9734], [-0.9017, 0.6043, -0.1776], [-0.4592, 0.1185, 0.4576], [0.0634, 0.1856, 0.4327], [0.2169, 0.5336, 0.2723], [0.7444, -1.0803, 0.6009], [-0.2724, -0.3032, 0.0964]],
  "lowdin_charge": [-0.13, -0.33, -0.12, 0.07, 0.05, 0.08, 0.10, 0.09, 0.05, 0.06, 0.07, -0.20, -0.18, 0.06, 0.06, 0.06, 0.06, 0.09, 0.06],
  "orbital_gap_ev": 12.31,
  "e_above_lowest_kcal_mol": 16.5,
  "smiles": "CCC.CC",
  "e_tot_ha": -198.862904
}

---

(5)
{
  "formula": "C5H14",
  "method": "ωB97M-V/def2-TZVPD",
  "species": ["C", "C", "C", "H", "H", "H", "H", "H", "H", "H", "H", "C", "C", "H", "H", "H", "H", "H", "H"],
  "xyz": [[0.166705, 0.300860, -2.298809], [-0.687958, -0.425544, -1.237197], [-1.714308, -1.438549, -1.841611], [0.794299, -0.513026, -2.824187], [0.977430, 0.911308, -1.840316], [-0.395233, 0.941328, -2.974173], [-0.004339, -0.802518, -0.519157], [-1.249727, 0.294098, -0.547045], [-2.538535, -0.974948, -2.339399], [-1.272279, -2.035477, -2.676307], [-2.100438, -2.183856, -1.148738], [0.766716, 0.327523, 2.093287], [1.356021, 1.175943, 3.168709], [1.361203, -0.558363, 1.893707], [-0.292381, 0.120594, 2.210753], [0.818413, 0.896264, 1.116412], [0.672537, 2.006359, 3.354053], [2.306979, 1.587541, 2.841064], [1.599034, 0.669290, 4.147067]],
  "forces_ev_per_a": [[1.5038, -1.2183, 0.3278], [-1.6921, 1.4272, 0.0060], [1.6342, -0.6235, -0.4722], [-1.2671, 1.2516, 0.2110], [-0.7622, -0.1223, -0.0139], [0.0070, -0.2632, -0.2387], [0.6139, -1.2750, 0.4313], [0.4323, -0.5079, -1.2512], [-0.6453, 0.7302, 0.0293], [0.1614, 0.3563, 0.6612], [0.0032, 0.2323, 0.3047], [0.1497, 0.4369, -2.0126], [0.4558, 0.2628, 1.3983], [-0.2257, -0.4044, 0.1734], [0.0004, -0.4090, 0.2907], [-0.0720, -0.4172, 0.9252], [0.2160, 0.0910, 0.2880], [0.0943, 0.1733, -0.0688], [-0.6077, 0.2792, -0.9895]],
  "lowdin_charge": [-0.13, -0.32, -0.12, 0.10, 0.06, 0.06, 0.05, 0.11, 0.05, 0.07, 0.06, -0.20, -0.19, 0.06, 0.06, 0.07, 0.06, 0.06, 0.08],
  "orbital_gap_ev": 12.22,
  "e_above_lowest_kcal_mol": 12.3,
  "smiles": "CCC.CC",
  "e_tot_ha": -198.869574
}

---

(6)
{
  "formula": "C5H14",
  "method": "ωB97M-V/def2-TZVPD",
  "species": ["C", "C", "C", "H", "H", "H", "H", "H", "H", "H", "H", "C", "C", "H", "H", "H", "H", "H", "H"],
  "xyz": [[0.158036, -0.874317, -2.143493], [0.860113, -0.774404, -0.846761], [1.237567, -2.255890, -0.243249], [0.912910, -1.173312, -2.932768], [-0.345787, 0.045692, -2.536368], [-0.622986, -1.605528, -2.411557], [1.864177, -0.156180, -0.942369], [0.264172, -0.321985, 0.014795], [0.667128, -2.913011, -0.888231], [2.272012, -2.461844, -0.132027], [0.734382, -2.385500, 0.757323], [-0.711587, 2.195745, 0.908540], [-1.252620, 1.549725, 2.162877], [-0.028549, 2.968420, 1.192854], [-0.248432, 1.376307, 0.228536], [-1.571943, 2.469184, 0.310808], [-0.753784, 1.988339, 3.059403], [-2.383914, 1.848591, 2.260481], [-1.050898, 0.479974, 2.181202]],
  "forces_ev_per_a": [[-0.1895, 0.3291, -3.5472], [1.8988, -0.5133, 3.3054], [-2.6567, 1.8770, 0.2287], [-0.5122, 0.6047, 0.6716], [0.8299, -0.2267, 0.5939], [0.0993, -0.2909, 1.4136], [-2.1783, -1.0666, 0.1127], [0.6814, -0.3214, -1.5433], [0.5756, -0.6848, -0.1773], [0.8465, -0.2761, -0.2720], [0.6920, 0.2898, -0.8270], [0.0115, -2.5167, -1.5206], [-1.4863, 1.0668, 1.4074], [0.3240, 0.6179, -0.6316], [-0.1825, 1.7977, 1.2718], [0.1619, 0.9476, -0.1954], [-0.3992, -0.4332, -0.5071], [2.0369, -1.1444, 0.0762], [-0.5533, -0.0564, 0.1401]],
  "lowdin_charge": [-0.18, -0.31, -0.09, 0.09, 0.08, 0.07, 0.13, 0.06, 0.04, 0.04, 0.07, -0.18, -0.19, 0.05, 0.05, 0.06, 0.06, 0.10, 0.05],
  "orbital_gap_ev": 11.91,
  "e_above_lowest_kcal_mol": 33.8,
  "smiles": "CCC.CC",
  "e_tot_ha": -198.835314
}